1.
12
Properties=species:S:1:pos:R:3:forces:R:3:mulliken_charge:R:1 method="wB97M-V/def2-TZVPD" lumo_energy_ev=-3.73 e_tot_ev=-5733.964 de_lowest_kcal_mol=21.2 homo_ev=-14.66 total_charge=+1 homo_lumo_gap_ha=0.40189
N -2.16572 0.73106 0.58523 -1.63 -0.07 0.12 -0.456
H -2.77269 0.34257 1.32500 0.16 0.03 -0.49 0.370
H -1.81995 -0.00625 -0.03655 0.35 0.09 0.46 0.376
H -2.71491 1.36634 0.00466 -0.02 0.25 0.25 0.366
H -1.39213 1.19435 1.05277 0.39 -0.01 -0.30 0.380
O 0.12502 -0.03316 0.52302 0.78 -0.75 0.31 -0.527
C 1.20843 -0.60121 0.40693 -0.54 1.19 0.19 0.163
C 1.81904 -0.53920 -0.93128 1.36 -0.74 -2.73 -0.938
H 1.63522 -1.01839 1.33770 0.34 -0.17 -0.62 0.378
H 1.03856 -0.53458 -1.71006 0.02 0.06 0.54 0.255
H 2.59527 -1.21724 -1.34931 -0.71 -0.80 1.25 0.340
H 2.44387 0.31571 -1.20812 -0.51 0.92 1.02 0.294

2.
12
Properties=species:S:1:pos:R:3:forces:R:3:mulliken_charge:R:1 method="wB97M-V/def2-TZVPD" lumo_energy_ev=-4.80 e_tot_ev=-5734.346 de_lowest_kcal_mol=12.4 homo_ev=-15.76 total_charge=+1 homo_lumo_gap_ha=0.40278
O 0.50636 -0.77316 -2.38048 0.00 -0.21 -0.53 -0.622
H 1.42261 -0.72512 -2.68838 -0.07 0.06 0.22 0.313
H 0.03747 -1.01804 -3.19572 -0.01 0.11 0.35 0.330
H 0.84205 1.15272 1.91534 -0.44 -0.17 -0.31 0.335
C -0.15701 1.23723 1.45163 1.05 1.41 0.50 -1.050
C -0.48816 0.20796 0.47237 -1.18 0.15 1.26 0.384
N -0.02825 -0.97750 0.47322 0.03 -1.64 -0.86 -0.203
H -0.23925 2.23040 0.97685 0.21 -0.39 -0.02 0.319
H -0.87914 1.34215 2.28096 -0.09 -0.61 -0.41 0.332
H -1.35320 0.44448 -0.15496 0.56 -0.41 -0.39 0.319
H 0.68135 -1.43625 1.03627 0.27 1.11 0.62 0.255
H -0.34482 -1.68488 -0.18711 -0.33 0.59 -0.43 0.289

3.
13
Properties=species:S:1:pos:R:3:forces:R:3:mulliken_charge:R:1 method="wB97M-V/def2-TZVPD" lumo_energy_ev=4.44 e_tot_ev=-7788.584 de_lowest_kcal_mol=13.9 homo_ev=-3.26 total_charge=-1 homo_lumo_gap_ha=0.28308
C 0.64660 -1.79570 1.46433 -0.50 0.21 0.13 -0.605
O 0.56745 -0.43474 1.74570 0.16 0.24 -0.51 -0.634
H 0.15972 -2.35274 2.27530 0.41 -0.30 0.18 0.227
H 0.07880 -2.08625 0.57241 0.08 0.22 -0.22 0.239
H 1.68962 -2.08858 1.32047 0.13 -0.44 0.14 0.212
N 0.39308 0.80483 -2.00558 0.03 0.34 -0.21 -0.736
C -0.89100 1.04002 -1.24322 0.52 -0.27 0.59 -0.217
O -0.90905 0.50395 -0.00787 -0.08 -0.09 -0.32 -0.783
H 0.91045 1.67685 -1.98556 0.02 0.10 -0.10 0.227
H 0.95954 0.21140 -1.41810 -0.06 -0.47 0.22 0.263
H -0.97356 2.13922 -1.19834 -0.33 0.36 -0.28 0.235
H -1.70310 0.64269 -1.87456 -0.12 0.04 -0.15 0.179
H 0.11309 0.01427 0.92366 -0.26 0.05 0.54 0.394

4.
13
Properties=species:S:1:pos:R:3:forces:R:3:mulliken_charge:R:1 method="wB97M-V/def2-TZVPD" lumo_energy_ev=-3.42 smiles=C[NH2+]C(O)O e_tot_ev=-7781.098 de_lowest_kcal_mol=42.9 homo_ev=-16.70 total_charge=+1 homo_lumo_gap_ha=0.48804
C 1.50214 0.57180 0.21785 3.30 1.54 -0.87 -0.757
C -0.90664 -0.39667 0.28676 1.81 2.01 3.23 0.073
N 0.49500 -0.26877 -0.39548 -0.60 -1.21 0.46 -0.146
O -1.49248 -1.29385 -0.50678 -0.55 -0.43 -0.44 -0.478
O -1.37531 0.89824 0.35763 -0.84 0.25 -0.80 -0.470
H 2.23282 1.04503 -0.55928 -1.73 -0.84 1.03 0.326
H 0.92640 1.31896 0.65786 -0.30 1.72 1.07 0.371
H 2.24473 0.12579 0.94120 -1.54 -0.27 -0.63 0.288
H -0.68514 -0.63074 1.46485 -0.66 -0.03 -2.93 0.366
H 0.24842 -0.03491 -1.35142 0.43 0.00 -0.39 0.371
H 0.86952 -1.17791 -0.33765 0.33 -1.85 -0.79 0.333
H -2.41318 -1.49101 -0.27903 0.10 0.08 0.18 0.376
H -1.64628 1.33405 -0.49654 0.25 -0.96 0.89 0.347

5.
15
Properties=species:S:1:pos:R:3:forces:R:3:mulliken_charge:R:1 method="wB97M-V/def2-TZVPD" lumo_energy_ev=0.46 smiles="COP(=N)(O)OC" e_tot_ev=-19124.141 de_lowest_kcal_mol=43.0 homo_ev=-9.91 homo_lumo_gap_ha=0.38119
C -2.14191 0.71296 -0.00368 -0.80 -1.31 -1.42 -0.527
C 1.21820 -1.72972 -0.65336 -2.14 -1.25 1.72 -0.623
N 0.48817 -0.02305 1.70341 0.29 0.30 -1.88 -0.637
O 1.70033 1.86482 0.08561 -1.97 -1.85 2.63 -0.475
O -1.02220 1.03005 -0.80191 3.84 -0.81 2.37 -0.476
O 1.47221 -0.35642 -0.78228 -0.45 0.52 0.29 -0.299
P 0.72900 0.53631 0.27212 -1.83 2.29 -0.20 0.953
H -2.01326 0.82839 1.04648 0.23 0.63 0.97 0.242
H -2.39089 -0.40902 -0.08395 -0.09 1.53 -0.27 0.202
H -2.95991 1.38667 -0.37018 0.42 -0.87 0.45 0.240
H 0.11785 -1.97154 -0.31759 2.12 0.49 -0.84 0.259
H 1.89913 -2.12045 0.07491 0.15 -0.27 0.79 0.299
H 1.48985 -2.20112 -1.53870 -0.03 -0.67 -1.85 0.271
H -0.19032 0.53440 2.19716 -0.16 0.06 0.46 0.273
H 1.60375 1.91774 -0.82803 0.42 1.21 -3.22 0.298

6.
14
Properties=species:S:1:pos:R:3:forces:R:3:mulliken_charge:R:1 method="wB97M-V/def2-TZVPD" lumo_energy_ev="-1.00 / -0.57" e_tot_ev=-25861.416 de_lowest_kcal_mol=147.1 homo_ev="-8.46 / -8.59" homo_lumo_gap_ha="0.27435 / 0.29450"
C 0.70642 1.40089 0.42438 -1.46 -0.35 -1.02 -1.158
C 1.96331 2.11068 -0.15063 -1.90 -2.16 1.45 -0.354
N -2.12372 -0.85497 0.61231 0.52 0.09 0.93 -0.392
O 1.86084 0.18197 -2.05817 -0.32 -0.68 0.43 -0.439
P -3.07435 -1.25786 -0.59207 1.22 0.44 -1.40 0.064
S 2.31531 1.56075 -1.77724 0.87 0.73 -1.58 0.280
H 0.37809 1.73516 1.43481 0.88 -0.66 -0.46 0.345
H -0.20574 1.55900 -0.15852 0.09 0.72 -0.34 0.330
H 0.74070 0.30209 0.20981 0.55 0.73 1.15 0.351
H 2.69492 1.77296 0.56578 1.03 0.66 -0.03 0.306
H 1.82692 3.15607 -0.29439 0.23 0.99 0.40 0.321
H -2.13947 -1.23563 1.57553 -0.43 0.24 -1.13 0.229
H -4.39305 -0.96595 -0.45866 -1.52 0.10 0.59 0.054
H -2.88569 -0.25972 -1.66835 0.24 -0.85 1.01 0.063

7.
12
Properties=species:S:1:pos:R:3:forces:R:3:mulliken_charge:R:1 method="wB97M-V/def2-TZVPD" lumo_energy_ev=4.38 e_tot_ev=-14529.974 de_lowest_kcal_mol=2.7 homo_ev=-2.32 total_charge=-1 homo_lumo_gap_ha=0.24613
N -0.71396 -1.70815 -2.65622 -0.04 0.04 -0.60 -0.777
H -1.37448 -0.99435 -2.96217 0.06 -0.18 0.15 0.236
H -1.14658 -2.15184 -1.85899 -0.07 0.06 0.20 0.235
H 0.04539 -1.16001 -2.26587 0.03 0.09 0.28 0.264
C 0.98094 -0.53831 1.81893 -0.20 -0.12 -0.28 -1.015
C 0.02345 0.59885 1.52950 -0.44 0.40 -0.49 -0.424
S -0.05198 0.99443 -0.25723 0.05 -0.01 -0.09 -0.741
H 1.91901 -0.34035 1.30050 0.25 0.06 0.35 0.263
H 0.58561 -1.42789 1.33162 -0.06 -0.23 0.04 0.229
H 1.10310 -0.75143 2.88797 0.20 0.08 -0.01 0.329
H 0.29294 1.52199 2.05410 0.07 -0.21 0.19 0.215
H -0.99602 0.32591 1.82730 0.15 0.01 0.27 0.185

8.
12
Properties=species:S:1:pos:R:3:forces:R:3:mulliken_charge:R:1 method="wB97M-V/def2-TZVPD" lumo_energy_ev=4.07 e_tot_ev=-14529.423 de_lowest_kcal_mol=15.5 homo_ev=-2.69 total_charge=-1 homo_lumo_gap_ha=0.24815
S 1.08714 3.05377 -0.24045 0.54 0.27 1.04 -0.861
H 0.51369 2.95971 -1.40927 -0.50 -0.11 -0.98 -0.076
C 0.19280 -1.80269 0.12846 0.71 0.03 -0.48 -0.992
C 0.02165 -0.24769 -0.19830 -0.23 -0.30 2.41 -0.147
N -0.99557 0.36539 0.79642 0.21 1.38 -1.23 -0.720
H 1.31063 -2.06650 0.06668 -1.70 0.08 -0.13 0.240
H -0.16794 -2.13727 1.11177 0.37 0.96 0.22 0.321
H -0.43328 -2.50115 -0.47077 0.67 0.61 -0.45 0.258
H 1.01166 0.26340 -0.07378 -1.00 -0.37 -0.15 0.183
H -0.32724 -0.02176 -1.19916 0.09 -0.38 -0.24 0.276
H -0.55006 1.19130 1.26474 0.16 -1.11 -0.51 0.254
H -1.66349 0.94349 0.22365 0.69 -1.06 0.50 0.265

9.
12
Properties=species:S:1:pos:R:3:forces:R:3:mulliken_charge:R:1 method="wB97M-V/def2-TZVPD" lumo_energy_ev=4.40 e_tot_ev=-14529.214 de_lowest_kcal_mol=20.3 homo_ev=-2.45 total_charge=-1 homo_lumo_gap_ha=0.25163
N -0.85061 2.65881 0.64031 -0.28 0.10 -0.61 -0.728
H -1.50567 1.93081 0.86414 -0.46 -0.15 0.47 0.234
H -0.29136 2.16051 -0.07021 0.40 0.36 0.22 0.204
H -0.32642 2.88564 1.47242 0.29 -0.27 -0.03 0.179
C 0.49896 -1.37304 0.47657 -1.65 -1.73 -0.98 -0.810
C 0.14593 -1.18382 -1.05430 2.48 0.03 -1.15 -0.490
S 0.54227 0.59414 -1.71050 -0.82 -1.09 0.65 -0.706
H 1.15655 -0.51259 0.66401 -0.23 -0.62 0.74 0.283
H 0.90044 -2.44487 0.70770 0.05 1.91 -0.57 0.260
H -0.47642 -1.44730 1.02045 0.81 0.97 0.13 0.161
H -0.84182 -1.60254 -1.43030 1.23 0.51 0.68 0.280
H 1.04817 -1.66574 -1.58029 -1.81 -0.03 0.44 0.133